Below is a molecular structure, C21H33BCl45GaN3O2 in a non-equilibrium geometry, with properties calculated with ωB97M-V/def2-TZVPD.

The max |F| is 5.8 eV Å⁻¹. The value obtained for the HOMO energy is -0.17691 Eh. For the molecular weight, the calculation gives 2035.4 g/mol. The net charge is -1. Its calculated total energy is -23792.8196 Ha.

```
106
Properties=species:S:1:pos:R:3:mulliken_charge:R:1
Ga 3.457 -2.727 -0.959 -0.25
Cl -0.194 0.364 -5.550 -0.11
Cl 3.047 -6.764 -6.838 -0.14
Cl 10.859 -4.601 -1.470 -0.11
Cl 4.567 -9.826 -7.064 -0.05
Cl -6.562 6.449 11.010 -0.10
Cl 7.741 -2.906 -2.082 -0.02
Cl 10.554 -7.266 -0.337 -0.14
Cl 6.874 -11.489 -6.432 -0.12
Cl -14.097 5.782 6.272 -0.11
Cl -14.023 3.003 5.404 -0.12
Cl -3.396 1.484 0.374 -0.14
Cl -6.333 3.126 3.525 -0.07
Cl 4.641 -12.605 -7.932 -0.14
Cl -4.906 5.546 7.795 -0.03
Cl -11.790 4.119 6.904 -0.06
Cl -2.582 5.361 9.540 -0.13
Cl 1.268 2.869 -5.820 -0.11
Cl -7.811 3.172 6.035 -0.05
Cl 8.656 -6.303 -2.325 -0.06
Cl -6.327 9.327 10.631 -0.13
Cl -0.088 4.596 -1.548 0.02
Cl -7.297 0.047 3.064 -0.11
Cl 3.084 -8.541 -4.531 -0.11
Cl 5.401 -6.880 -5.127 -0.04
Cl -2.962 2.343 3.123 -0.11
Cl -7.840 6.348 4.923 -0.06
Cl -4.956 2.594 6.036 -0.10
Cl -10.043 -0.780 2.551 -0.13
Cl 8.499 -3.561 -7.265 -0.12
Cl -8.073 7.767 8.898 -0.07
Cl -10.016 8.263 5.214 -0.13
Cl 9.499 -6.101 -6.247 -0.11
Cl 2.229 6.258 -2.144 -0.11
Cl -0.125 6.374 -3.855 -0.14
Cl -2.241 5.291 6.648 -0.10
Cl 6.442 -0.618 -0.833 0.00
Cl 8.863 -0.238 -2.407 -0.16
Cl 3.914 1.187 -4.429 0.00
Cl 6.660 2.013 -3.916 -0.09
Cl 4.484 3.928 -3.625 -0.10
Cl -9.473 1.961 3.354 -0.03
Cl -10.586 5.522 4.410 -0.06
Cl -1.132 3.196 1.025 -0.14
Cl 8.440 -5.933 -8.955 -0.14
Cl -0.596 2.502 -3.613 -0.06
O 1.904 -4.714 -2.906 -0.04
O 1.704 -5.169 -0.426 -0.59
N 2.649 0.199 2.301 -0.60
N 0.183 0.295 1.194 0.16
N 0.762 -1.245 3.065 -0.76
C 5.117 -11.462 -6.665 0.04
C -2.812 2.792 1.416 -0.01
C 7.992 -1.329 -1.315 -0.14
C 5.076 2.522 -4.526 -0.19
C 8.303 -5.322 -7.298 0.39
C 3.633 -6.987 -5.181 0.59
C -13.546 4.146 6.671 -0.04
C -0.253 2.119 -5.308 -0.18
C 10.342 -6.266 -1.784 0.02
C 0.461 6.150 -2.198 -0.09
C 1.508 0.403 -1.052 0.15
C -8.881 0.555 2.454 0.00
C 1.185 -0.239 2.194 0.34
C -6.477 2.420 5.144 0.00
C -9.424 6.856 4.313 -0.09
C 1.929 -0.531 -2.361 0.69
C 3.455 -1.129 -2.286 -0.67
C -7.411 7.929 10.534 -0.03
C -3.193 5.955 7.987 -0.04
C 0.627 -4.024 -3.283 -0.43
C 0.326 -0.372 -0.162 -0.22
B 2.268 -4.326 -1.529 0.25
H 3.059 -0.282 3.157 0.35
H -1.061 2.524 -5.923 0.42
H -3.095 7.044 7.972 0.31
H 3.205 -0.231 1.502 0.20
H 1.201 -1.474 -2.309 -0.31
H 0.565 -1.538 -0.088 0.02
H 5.186 2.806 -5.575 0.36
H -3.429 3.677 1.237 0.36
H 0.181 1.337 1.130 0.04
H 0.048 6.949 -1.576 0.34
H 0.193 -3.622 -2.246 0.18
H -8.771 0.840 1.404 0.30
H -0.699 -0.292 -0.753 0.13
H 3.221 -6.188 -4.559 -0.28
H -14.022 3.841 7.606 0.34
H -9.314 7.141 3.263 0.33
H 2.946 -2.136 0.471 -0.07
H 2.481 0.583 -0.426 0.17
H -8.241 8.088 11.227 0.32
H 3.898 -1.404 -3.359 0.15
H 8.598 -1.474 -0.418 0.30
H 4.151 -0.252 -1.885 0.23
H 1.003 1.370 -1.476 -0.22
H 7.305 -5.564 -6.923 -0.02
H 0.837 -3.038 -3.922 0.12
H 2.209 -4.999 0.429 0.27
H -0.254 -1.447 2.834 0.29
H 1.696 0.000 -3.386 -0.46
H -6.693 1.354 5.037 0.18
H 4.957 -3.314 -0.727 -0.32
H 4.641 -11.767 -5.730 0.26
H -0.128 -4.731 -3.836 0.29
H 10.968 -6.676 -2.580 0.28
```

---

Below is a molecular structure, C38H31F9O24S2 in a non-equilibrium geometry, with properties calculated with ωB97M-V/def2-TZVPD.

The max |F| is 1.2 eV Å⁻¹. The value obtained for the HOMO energy is -0.34594 Eh. For the molecular weight, the calculation gives 1106.8 g/mol. Its calculated total energy is -4967.4922 Ha. For the energy relative to the best compared isomer or geometry (same formula, charge and spin), the calculation gives 0.000 eV.

```
104
Properties=species:S:1:pos:R:3:mulliken_charge:R:1
S 0.994 -2.325 -2.139 1.44
S -4.303 -7.076 0.079 1.22
F -0.204 -4.621 -1.503 -0.28
F 2.322 -3.582 0.707 -0.31
F 1.328 -1.219 -3.207 -0.32
F -0.416 -2.553 -2.844 -0.32
F 2.810 -4.612 -1.184 -0.23
F 2.382 -2.060 -1.460 -0.32
F -0.102 -3.179 0.134 -0.30
F 1.626 -3.402 -3.118 -0.23
F 0.317 -1.218 -1.239 -0.33
O -5.497 -7.654 -0.399 -0.57
O 3.777 2.893 -0.192 -0.66
O -4.158 10.204 2.874 -0.64
O 5.733 -8.881 -5.259 -0.62
O -1.628 9.882 2.221 -0.57
O -4.461 5.829 4.566 -0.58
O 2.696 9.753 0.740 -0.56
O -1.338 3.107 1.110 -0.58
O 3.139 7.246 0.067 -0.56
O -3.660 -8.060 1.196 -0.37
O 2.397 0.660 -0.337 -0.42
O -8.817 2.546 2.768 -0.59
O 0.017 5.346 1.182 -0.55
O -3.618 1.707 1.252 -0.49
O 7.238 10.570 -0.109 -0.62
O 1.257 -6.495 -3.781 -0.63
O 3.916 -10.349 -4.056 -0.59
O -4.310 -5.764 0.622 -0.55
O 7.662 8.084 -0.853 -0.57
O -3.125 -7.167 -0.974 -0.38
O -8.040 0.244 1.775 -0.62
O 3.046 -5.038 -5.052 -0.62
O -4.390 4.022 2.341 -0.55
O -1.914 5.562 4.025 -0.67
C 0.603 -3.719 -0.895 0.40
C -5.260 3.181 2.208 0.98
C 3.926 9.420 0.376 0.26
C -5.788 0.867 1.459 -0.76
C -2.319 -8.356 0.833 -0.34
C 0.456 1.764 0.373 -1.20
C 2.490 -8.501 -3.862 -1.17
C -0.168 3.008 0.785 1.14
C -2.394 6.642 3.732 1.14
C -4.884 1.847 1.612 0.25
C 2.265 -7.091 -4.118 1.19
C 1.432 -5.742 0.379 -1.36
C 1.756 1.753 0.050 0.29
C -7.540 2.421 2.438 0.41
C 1.847 -4.405 -0.259 1.03
C 3.331 -6.313 -4.841 0.14
C -3.694 9.113 3.148 0.93
C 1.971 4.245 0.495 -0.91
C -1.890 -7.328 -0.201 -0.14
C 5.422 7.535 -0.437 -1.09
C 2.601 2.998 0.102 1.01
C 0.671 4.254 0.814 -0.10
C 6.261 9.849 -0.066 0.99
C 4.716 -8.288 -4.956 1.01
C -6.642 3.401 2.596 -1.18
C 4.481 -6.882 -5.230 -0.83
C 3.638 -9.070 -4.253 0.47
C 4.941 10.294 0.347 -0.94
C -2.246 8.869 2.812 0.47
C -4.452 8.035 3.759 -0.91
C -7.163 1.081 1.867 1.05
C -0.764 -7.821 -1.056 -0.57
C -1.647 7.706 3.095 -1.08
C 1.576 -6.945 -0.556 0.66
C 0.542 -8.040 -0.260 -1.13
C 6.437 8.410 -0.470 0.43
C -3.848 6.868 4.032 0.19
C 4.110 7.977 -0.005 1.02
H 8.194 8.899 -0.778 0.36
H 4.822 11.332 0.620 0.43
H 3.319 0.935 -0.503 0.35
H -3.151 2.543 1.449 0.35
H 5.538 6.499 -0.723 0.50
H 0.960 -8.973 -0.615 0.47
H -0.900 5.061 1.359 0.29
H -3.785 5.128 4.635 0.37
H 2.159 8.941 0.675 0.32
H 2.580 5.138 0.514 0.59
H 0.357 -8.084 0.806 0.45
H 2.580 -7.333 -0.428 0.64
H -1.734 -6.354 0.255 0.20
H 1.454 -6.657 -1.590 -0.70
H -0.160 0.876 0.342 0.60
H -5.533 -0.094 1.035 0.48
H 2.039 -5.855 1.269 0.45
H 5.255 -6.333 -5.747 0.45
H -2.223 -9.339 0.379 0.36
H -1.067 -8.771 -1.486 0.58
H -0.605 -7.155 -1.896 0.34
H -0.609 7.514 2.861 0.52
H -6.900 4.366 3.009 0.47
H 4.805 -10.494 -4.432 0.36
H 1.711 -9.053 -3.356 0.51
H -2.293 10.592 2.140 0.37
H -5.497 8.212 3.971 0.45
H 0.403 -5.662 0.715 0.20
H -1.701 -8.332 1.721 0.31
H 2.161 -4.892 -4.669 0.33
H -9.234 1.691 2.552 0.36
```

---

Below is a gas-phase ion, C5H3N2O2S (charge -1) in a non-equilibrium geometry, with properties calculated with ωB97M-V/def2-TZVPD.

The max |F| is 2.8 eV Å⁻¹. The value obtained for the HOMO energy is -0.15063 Eh. For the molecular weight, the calculation gives 155.2 g/mol. The net charge is -1. Its calculated total energy is -850.3883 Ha. For the energy relative to the best compared isomer or geometry (same formula, charge and spin), the calculation gives 4.492 eV.

```
13
Properties=species:S:1:pos:R:3:mulliken_charge:R:1
S 2.679 -0.172 -1.623 -0.39
O -0.211 -2.785 -1.167 -0.62
O -1.010 -1.350 -2.616 -0.63
N 1.622 1.027 0.541 -0.45
N -0.571 -1.633 -1.484 0.84
C 0.590 1.385 1.342 -0.19
C -0.353 -0.647 -0.600 -0.23
C -0.675 0.932 1.241 -0.37
C 1.731 0.308 -0.450 0.36
C -1.117 -0.093 0.335 -0.27
H 0.876 2.120 2.086 0.34
H -1.416 1.340 1.916 0.31
H -2.146 -0.432 0.479 0.29
```

---

Below is 7 unconnected molecules or ions with the total composition C10H37N3O6 in a non-equilibrium geometry, with properties calculated with ωB97M-V/def2-TZVPD.

The max |F| is 2.5 eV Å⁻¹. The value obtained for the HOMO energy is -0.19766 Eh. For the molecular weight, the calculation gives 295.4 g/mol. Its calculated total energy is -1018.6921 Ha. For the energy relative to the best compared isomer or geometry (same formula, charge and spin), the calculation gives 0.587 eV.

```
56
Properties=species:S:1:pos:R:3:mulliken_charge:R:1
O 3.871 -11.441 12.110 -0.85
O 2.324 -10.155 19.706 -0.31
O 12.167 -8.818 17.376 -0.36
O 7.948 -16.885 13.126 -0.63
O 10.038 -12.086 11.071 -0.65
O 7.444 -8.907 11.510 -0.64
N 7.463 -12.788 13.785 -0.40
N 4.043 -11.193 17.350 -0.69
N 9.086 -10.864 17.469 -0.63
C 9.861 -9.147 18.890 -1.46
C 3.718 -13.716 11.006 -0.93
C 2.340 -9.641 21.039 -0.70
C 9.826 -9.614 17.448 0.39
C 11.243 -9.826 16.955 -0.67
C 3.166 -12.236 11.187 -0.36
C 2.826 -11.477 19.500 -0.90
C 2.968 -11.939 18.001 0.57
C 3.341 -13.370 17.927 -1.43
C 12.113 -7.573 16.629 -0.66
H 4.605 -13.747 10.373 0.23
H 4.322 -13.531 18.374 0.34
H 3.824 -11.220 16.365 0.25
H 2.141 -12.157 20.007 0.36
H 11.207 -9.963 15.874 0.32
H 8.178 -12.647 13.086 0.29
H 2.206 -8.560 21.017 0.25
H 8.841 -17.165 12.924 0.32
H 7.397 -17.608 12.826 0.32
H 10.793 -11.910 10.509 0.30
H 2.131 -12.322 11.519 0.22
H 1.997 -11.712 17.562 0.32
H 7.514 -7.978 11.732 0.31
H 8.840 -9.253 19.258 0.46
H 3.295 -9.815 21.534 0.30
H 2.672 -14.097 18.385 0.39
H 3.774 -11.565 20.031 0.38
H 6.547 -9.142 11.747 0.34
H 9.288 -11.337 18.338 0.26
H 10.095 -8.095 19.048 0.32
H 11.078 -7.244 16.544 0.29
H 10.455 -9.772 19.557 0.36
H 7.387 -13.795 13.788 0.35
H 12.524 -7.730 15.631 0.30
H 3.155 -11.775 10.200 0.21
H 8.094 -10.693 17.399 0.25
H 6.583 -12.345 13.567 0.32
H 2.957 -14.391 10.614 0.35
H 9.230 -8.932 16.841 0.28
H 3.851 -10.212 17.497 0.27
H 7.808 -12.473 14.681 0.33
H 4.026 -14.212 11.926 0.22
H 11.664 -10.780 17.272 0.34
H 3.393 -13.748 16.906 0.34
H 12.679 -6.812 17.166 0.23
H 1.489 -9.995 21.620 0.28
H 9.383 -11.443 10.801 0.33
```

---

Below is a molecular structure, C2H2BO3 in a non-equilibrium geometry, with properties calculated with ωB97M-V/def2-TZVPD.

The max |F| is 10.3 eV Å⁻¹. The value obtained for the HOMO energy is -0.17878 Eh. For the molecular weight, the calculation gives 84.8 g/mol. The net charge is -1. Its calculated total energy is -327.9859 Ha. For the energy relative to the best compared isomer or geometry (same formula, charge and spin), the calculation gives 1.476 eV.

```
8
Properties=species:S:1:pos:R:3:mulliken_charge:R:1
O 0.839 0.272 -2.213 -0.65
O -0.545 0.995 -0.556 -0.50
O 1.537 -1.463 0.501 -0.59
C 0.364 -0.784 0.024 0.16
C 0.297 0.190 -1.139 0.71
B -0.603 0.083 0.815 0.13
H -1.876 -0.029 1.018 -0.14
H -0.014 0.736 1.551 -0.12
```

---

Below is 7 unconnected molecules or ions with the total composition C28H77N7O7 in a non-equilibrium geometry, with properties calculated with ωB97M-V/def2-TZVPD.

The max |F| is 4.0 eV Å⁻¹. The SMILES is COC[C@H](C)N.COC[C@H](C)N.COC[C@H](C)N.COC[C@H](C)N.COC[C@H](C)N.COC[C@H](C)N.COC[C@H](C)N. The value obtained for the HOMO energy is -0.33859 Eh. For the molecular weight, the calculation gives 624.0 g/mol. Its calculated total energy is -2022.6820 Ha. For the energy relative to the best compared isomer or geometry (same formula, charge and spin), the calculation gives 5.155 eV.

```
119
Properties=species:S:1:pos:R:3:mulliken_charge:R:1
O 1.056 10.950 0.220 -0.34
O 0.104 -0.665 1.772 -0.39
O 0.130 1.705 -7.326 -0.31
O 6.893 -4.133 3.704 -0.29
O -2.388 -8.588 0.984 -0.32
O 3.972 -3.299 -4.466 -0.30
O -12.143 2.258 3.802 -0.34
N -1.245 11.686 3.142 -0.77
N -2.068 -9.214 -2.556 -0.71
N 6.721 -2.401 -4.989 -0.71
N 8.003 -3.072 7.091 -0.76
N -2.128 0.904 2.250 -0.80
N -9.246 0.455 2.089 -0.70
N 3.114 1.754 -7.266 -0.75
C -1.839 -7.747 1.971 -0.73
C -1.707 -8.411 -0.218 -0.62
C -1.121 2.930 1.522 -1.32
C -13.559 2.231 3.882 -0.80
C -0.108 11.806 2.237 0.50
C -1.348 -10.858 -1.082 -1.59
C 2.188 2.731 -6.609 0.47
C 6.051 -2.206 6.061 -1.34
C 0.722 -1.277 0.633 -0.72
C 6.210 -2.715 -3.688 0.62
C 2.788 -4.121 -4.559 -0.80
C -0.906 0.826 -7.067 -0.80
C 5.128 -3.837 -3.786 -0.79
C -1.065 1.374 1.425 0.54
C 5.845 -1.446 -3.019 -1.60
C 2.074 3.916 -7.509 -1.48
C 7.746 -3.711 4.737 -0.69
C -9.889 1.417 2.952 0.39
C 0.964 9.871 -0.845 -0.71
C 0.114 10.606 1.274 -0.53
C 0.865 2.043 -6.152 -0.76
C 1.125 12.120 3.110 -1.47
C 0.282 0.723 1.780 -0.77
C -9.448 2.872 2.510 -1.36
C 7.003 -3.415 6.088 0.54
C -2.168 -9.574 -1.117 0.68
C -11.478 1.321 2.911 -0.66
C 6.326 -5.392 3.922 -0.76
H -9.533 -0.469 2.381 0.26
H 8.209 -2.857 4.244 0.24
H -1.208 -11.152 -0.042 0.37
H 1.554 4.707 -6.968 0.37
H 5.547 -5.353 4.684 0.27
H -14.081 2.991 3.301 0.28
H 1.997 -3.623 -3.997 0.25
H 1.020 1.114 1.079 0.38
H -2.071 -7.468 -0.626 0.37
H -1.940 -0.088 2.255 0.30
H -0.437 -0.158 -7.095 0.29
H 6.557 -0.623 -3.084 0.41
H 4.790 -4.330 -2.874 0.50
H 0.645 1.087 2.741 0.41
H -8.372 2.907 2.681 0.38
H 2.873 0.881 -6.818 0.24
H 8.599 -3.886 7.040 0.26
H 1.562 9.064 -0.420 0.29
H -0.846 -8.070 2.284 0.31
H 0.394 -2.315 0.681 0.25
H -0.447 3.310 0.754 0.36
H -9.503 1.369 3.970 0.26
H 2.618 3.161 -5.705 0.32
H -13.965 1.269 3.570 0.34
H 5.559 -4.588 -4.448 0.37
H -9.841 3.566 3.252 0.34
H -2.775 -8.624 -2.970 0.21
H 1.961 12.492 2.518 0.35
H -3.207 -9.867 -0.964 0.22
H -2.457 -7.929 2.850 0.25
H 7.619 -3.263 8.005 0.28
H -1.289 1.048 0.409 0.23
H -0.295 12.732 1.694 0.24
H 6.483 -1.206 6.079 0.36
H -1.265 12.527 3.701 0.26
H 0.248 2.797 -5.662 0.40
H 6.269 -1.591 -5.388 0.28
H -0.624 -8.537 -0.236 0.28
H 3.040 4.230 -7.904 0.39
H -0.038 9.578 -1.159 0.30
H 4.925 -0.983 -3.377 0.33
H -13.794 2.182 4.945 0.28
H 2.622 1.591 -8.133 0.34
H 6.391 -3.153 -5.576 0.28
H 7.097 -6.087 4.255 0.32
H 6.461 -4.320 6.361 0.29
H -0.899 10.434 0.908 0.28
H 1.347 11.303 3.797 0.33
H -2.085 11.725 2.583 0.25
H 0.961 13.037 3.677 0.42
H -2.987 0.905 1.718 0.26
H -2.079 -10.032 -3.149 0.22
H 1.423 3.692 -8.354 0.29
H -1.383 0.943 -6.095 0.33
H 0.467 9.715 1.793 0.33
H 5.347 -2.257 5.231 0.31
H 0.484 -0.786 -0.310 0.32
H 2.457 -4.093 -5.597 0.23
H -12.014 1.333 1.962 0.39
H -9.504 0.484 1.113 0.24
H 7.045 -3.082 -3.091 0.20
H -1.669 0.794 -7.844 0.24
H 1.772 -1.460 0.864 0.30
H -1.844 -6.700 1.665 0.29
H 5.476 -2.346 6.977 0.33
H -0.813 3.225 2.525 0.33
H -2.141 3.277 1.357 0.34
H 1.410 10.189 -1.788 0.27
H -0.302 -10.733 -1.360 0.38
H -1.772 -11.625 -1.732 0.40
H 1.070 1.211 -5.478 0.41
H -9.652 3.204 1.492 0.32
H -11.692 0.276 3.135 0.35
H 8.453 -4.517 4.934 0.38
H 2.903 -5.131 -4.164 0.36
H 5.702 -1.546 -1.943 0.38
H 5.896 -5.917 3.069 0.27
```